{"formula": "C62H66AsGeO2Ru", "method": "wB97M-V/def2-TZVPD", "species": ["Ru", "C", "C", "C", "C", "C", "C", "C", "C", "C", "C", "C", "C", "C", "C", "C", "C", "C", "H", "H", "H", "H", "H", "H", "H", "H", "H", "H", "H", "H", "H", "H", "H", "H", "H", "H", "H", "H", "H", "H", "H", "H", "H", "H", "H", "H", "H", "C", "C", "C", "C", "C", "C", "H", "H", "H", "H", "H", "O", "C", "O", "C", "C", "Ge", "C", "C", "C", "C", "C", "C", "C", "C", "C", "C", "C", "C", "C", "C", "C", "C", "C", "C", "H", "H", "H", "H", "H", "H", "H", "H", "H", "H", "H", "H", "H", "H", "H", "H", "H", "H", "H", "C", "C", "C", "C", "C", "C", "As", "C", "C", "C", "C", "C", "C", "C", "C", "C", "C", "C", "C", "H", "H", "H", "H", "H", "H", "H", "H", "H", "H", "H", "H", "H"], "xyz": [[-0.0516, -1.2903, -0.0196], [0.2142, -3.5499, 0.9948], [1.5145, -3.0024, 1.2694], [2.1225, -2.7446, 0.0056], [1.1305, -3.0636, -0.9920], [-0.0125, -3.6493, -0.3896], [-1.1445, -4.4013, -1.0714], [-1.3542, -5.7289, -0.3302], [-0.7664, -4.6995, -2.5250], [-2.4610, -3.6240, -1.0566], [3.5036, -2.3384, -0.5323], [3.9132, -3.3682, -1.6080], [3.4115, -0.9612, -1.2017], [4.6604, -2.3206, 0.4665], [1.9462, -2.7978, 2.7264], [2.3626, -1.3549, 3.0215], [0.7686, -3.0899, 3.6718], [3.0671, -3.7755, 3.1090], [-0.4842, -3.8838, 1.7423], [1.3081, -3.0464, -2.0560], [-0.4223, -6.2917, -0.2511], [-2.0818, -6.3422, -0.8660], [-1.7382, -5.5617, 0.6770], [0.1837, -5.2331, -2.5919], [-0.6897, -3.7792, -3.1095], [-1.5380, -5.3177, -2.9880], [-2.7681, -3.3982, -0.0333], [-3.2478, -4.2211, -1.5259], [-2.3815, -2.6864, -1.6058], [3.3118, -3.2826, -2.5126], [3.8203, -4.3884, -1.2317], [4.9543, -3.2031, -1.8929], [2.6270, -0.9514, -1.9628], [4.3553, -0.7200, -1.6989], [3.1885, -0.1843, -0.4695], [4.8605, -3.3185, 0.8554], [4.5184, -1.6397, 1.2989], [5.5613, -1.9952, -0.0593], [1.5315, -0.6693, 2.8513], [3.1780, -1.0074, 2.3983], [2.6705, -1.2638, 4.0665], [-0.1091, -2.4874, 3.4288], [1.0734, -2.8480, 4.6913], [0.4818, -4.1430, 3.6571], [4.0106, -3.5369, 2.6276], [2.7920, -4.7978, 2.8417], [3.2290, -3.7414, 4.1891], [-0.7086, 3.0225, 0.1138], [-0.0200, 2.4419, -0.9360], [0.6864, 1.2613, -0.7187], [0.6988, 0.6171, 0.5273], [-0.0037, 1.2337, 1.5750], [-0.6850, 2.4268, 1.3714], [-1.2603, 3.9429, -0.0375], [-0.0139, 2.9059, -1.9145], [1.2863, 0.8608, -1.5326], [-0.0353, 0.7748, 2.5580], [-1.2271, 2.8848, 2.1918], [-1.8845, -1.3392, 1.3150], [-2.5210, -0.6331, 0.4745], [-2.0366, -0.4323, -0.6742], [-3.8477, -0.0263, 0.8431], [-4.1887, 1.1961, -0.0052], [-4.9344, 0.9570, -1.8058], [-5.0559, 2.7584, -2.5695], [-4.5279, 3.8697, -1.9153], [-4.5998, 5.1371, -2.4811], [-5.2040, 5.3114, -3.7168], [-5.7346, 4.2147, -4.3830], [-5.6579, 2.9530, -3.8123], [-3.8733, -0.1110, -3.0487], [-2.7811, 0.4739, -3.6892], [-1.9970, -0.2531, -4.5713], [-2.3059, -1.5810, -4.8430], [-3.3961, -2.1723, -4.2248], [-4.1702, -1.4406, -3.3315], [-6.7195, 0.1687, -1.6680], [-7.3597, -0.3756, -2.7819], [-8.6412, -0.9001, -2.6874], [-9.3049, -0.8958, -1.4685], [-8.6831, -0.3618, -0.3495], [-7.4031, 0.1664, -0.4532], [-3.7956, 0.2333, 1.9026], [-4.5968, -0.8234, 0.7739], [-3.2870, 1.7998, -0.1217], [-4.9128, 1.8209, 0.5267], [-4.0527, 3.7598, -0.9473], [-4.1843, 5.9874, -1.9547], [-5.2621, 6.2970, -4.1604], [-6.2080, 4.3436, -5.3481], [-6.0752, 2.1091, -4.3516], [-2.5296, 1.5108, -3.4922], [-1.1483, 0.2167, -5.0530], [-1.7010, -2.1485, -5.5394], [-3.6414, -3.2077, -4.4278], [-5.0076, -1.9265, -2.8424], [-6.8554, -0.3944, -3.7420], [-9.1203, -1.3144, -3.5655], [-10.3025, -1.3087, -1.3915], [-9.1952, -0.3543, 0.6044], [-6.9386, 0.5818, 0.4345], [3.8909, 5.5783, -1.0879], [4.9644, 4.7000, -1.1191], [4.9755, 3.5819, -0.2957], [3.9170, 3.3378, 0.5716], [2.8371, 4.2137, 0.5897], [2.8266, 5.3314, -0.2321], [3.8244, 1.6863, 1.6168], [5.6655, 1.4629, 2.1817], [6.7108, 0.9262, 1.4438], [7.9469, 0.7259, 2.0433], [8.1248, 1.0335, 3.3867], [7.0762, 1.5442, 4.1361], [5.8402, 1.7666, 3.5375], [4.6398, 2.3023, 4.2086], [4.5659, 2.7106, 5.5365], [3.3769, 3.2179, 6.0376], [2.2546, 3.3146, 5.2249], [2.3144, 2.8967, 3.9017], [3.5055, 2.4017, 3.3925], [3.8831, 6.4502, -1.7291], [5.7990, 4.8854, -1.7835], [5.8268, 2.9120, -0.3244], [1.9894, 4.0275, 1.2391], [1.9820, 6.0086, -0.2055], [6.5690, 0.6535, 0.4039], [8.7685, 0.3205, 1.4670], [9.0863, 0.8657, 3.8545], [7.2265, 1.7659, 5.1852], [5.4326, 2.6385, 6.1814], [3.3240, 3.5385, 7.0701], [1.3300, 3.7112, 5.6245], [1.4302, 2.9512, 3.2788]], "mulliken_charge": [1.0876, -0.1437, 0.7035, 0.8781, -0.4611, -1.4171, 2.4400, -1.8758, -2.2072, -1.6050, 2.5207, -1.9599, -1.8123, -2.2265, 2.2089, -0.6435, -2.4190, -1.8433, 0.5692, 0.5738, 0.3467, 0.4380, 0.3304, 0.3701, 0.2939, 0.4785, 0.3018, 0.7148, -0.3222, 0.3353, 0.3574, 0.4974, 0.1131, 0.7262, -0.0351, 0.3200, 0.1854, 0.5742, -0.5470, -0.7815, 0.7754, 0.3383, 0.4945, 0.4299, 0.1502, 0.3790, 0.5198, -0.7970, -0.7379, 0.2260, 0.6821, 0.1220, -1.1317, 0.3908, 0.5583, 0.2397, 0.4206, 0.3254, -0.7011, 1.2402, -0.2660, -1.5241, -0.4456, 2.4540, -0.1546, -0.1993, -0.6782, -0.4773, -0.7330, -0.2997, 0.4640, -0.6473, -0.8581, -0.6193, -0.5796, -0.3778, 0.2071, -0.0720, -0.7447, -0.4634, -0.6837, -0.4892, 0.3540, 0.3074, -0.6609, 0.7863, 0.2031, 0.4021, 0.3682, 0.3975, 0.2980, 0.3501, 0.4497, 0.4195, 0.4076, 0.4935, 0.3173, 0.3958, 0.3752, 0.4049, 0.2327, -0.5612, -0.6424, -0.3608, 0.7310, -0.0679, -0.7711, 1.2829, 0.5422, -0.6177, -0.9568, -0.7581, -0.7354, -0.1036, 0.5242, -0.6914, -0.6895, -0.8767, -0.0572, -0.0338, 0.3788, 0.4039, 0.2730, 0.1913, 0.4151, 0.4646, 0.4084, 0.3900, 0.3959, 0.3776, 0.3817, 0.4443, 0.2148], "homo_lumo_gap_ev": [7.331, 7.054], "total_charge": 0, "spin_multiplicity": 6, "e_lumo_ev": [0.60, -1.05], "homo_energy_ev": [-6.73, -8.10], "de_lowest_kcal_mol": 3.7}